Entry 1:
This record from the OMol25 dataset describes C39H40BrN3O10P2TeTl as an isolated structure in a non-equilibrium geometry. The level of theory is wB97M-V/def2-TZVPD.

Computed properties:
Kohn-Sham gap (alpha / beta) = 5.322 / 7.142 eV
calculated total energy = -6124.45861 Eh
LUMO (alpha / beta) = 3.76 / 3.76 eV
multiplicity = 2
HOMO (alpha / beta) = -0.0575 / -0.1244 Eh
charge = -2
relative energy (zero: lowest compared OMol25 entry of this formula, charge and spin) = 2.2 kcal per mole

Each line ends with the Mulliken spin population.
Geometry (Å):
Tl (1.046, -0.343, 0.417)  -0.0100
O (4.671, -2.669, -1.126)  -0.0002
P (3.232, -2.188, -0.543)  0.0042
O (2.593, -1.298, -1.573)  0.0035
O (3.406, -1.667, 0.843)  -0.0003
O (2.470, -3.620, -0.478)  0.0000
P (0.957, -3.772, -1.083)  0.0011
O (1.166, -3.307, -2.602)  0.0001
O (0.538, -5.178, -1.000)  -0.0003
O (0.082, -2.733, -0.384)  0.0009
H (5.194, -2.946, -0.377)  0.0000
H (1.676, -2.479, -2.518)  -0.0003
C (-2.744, 3.021, -0.758)  0.0182
O (-2.336, 1.674, -0.687)  0.0052
C (-3.332, 0.747, -0.618)  0.0075
C (-4.679, 1.079, -0.665)  0.0020
C (-5.616, 0.061, -0.586)  0.0001
Br (-7.465, 0.531, -0.635)  0.0000
C (-5.259, -1.248, -0.471)  0.0002
C (-3.897, -1.617, -0.408)  0.0006
C (-2.928, -0.603, -0.472)  0.0018
O (-1.596, -0.784, -0.354)  0.0173
C (-3.697, -3.049, -0.268)  0.0002
N (-4.764, -3.796, -0.027)  0.0000
C (-4.335, -5.081, -0.013)  0.0000
C (-5.058, -6.256, 0.168)  0.0000
C (-4.365, -7.443, 0.080)  0.0000
C (-2.989, -7.468, -0.166)  0.0000
C (-2.249, -6.312, -0.333)  -0.0001
C (-2.940, -5.113, -0.257)  0.0001
N (-2.561, -3.806, -0.409)  0.0000
H (-3.369, 3.288, 0.099)  0.0009
H (-3.286, 3.220, -1.688)  0.0036
H (-1.834, 3.619, -0.727)  -0.0349
H (-5.009, 2.098, -0.766)  -0.0004
H (-5.989, -2.037, -0.408)  0.0000
H (-1.262, -1.709, -0.433)  0.0004
H (-6.121, -6.210, 0.360)  0.0000
H (-4.898, -8.378, 0.194)  0.0000
H (-2.493, -8.427, -0.230)  0.0000
H (-1.189, -6.316, -0.529)  0.0000
H (-1.588, -3.523, -0.535)  -0.0001
C (-3.830, 0.820, -6.390)  -0.0008
C (-2.774, 1.220, -5.396)  0.0027
C (-2.553, 2.540, -5.038)  0.0020
C (-1.551, 2.884, -4.136)  -0.1620
C (-1.351, 4.334, -3.802)  0.0123
C (-0.743, 1.894, -3.581)  0.3982
Te (0.642, 2.206, -1.762)  0.2945
N (0.948, 2.954, 0.155)  0.3895
C (0.242, 3.830, 0.808)  -0.0006
O (-0.519, 4.722, 0.382)  0.0198
C (0.430, 3.610, 2.291)  -0.0250
C (1.243, 4.418, 3.074)  0.0297
C (1.462, 4.098, 4.404)  -0.0090
C (0.858, 2.984, 4.966)  0.0162
C (0.025, 2.190, 4.192)  -0.0111
C (-0.176, 2.496, 2.860)  0.0238
C (1.766, 3.539, -3.071)  0.0208
C (2.279, 2.975, -4.244)  -0.0462
C (2.335, 1.496, -4.462)  0.0128
C (2.780, 3.791, -5.252)  0.0011
C (2.818, 5.166, -5.124)  0.0009
C (3.269, 6.049, -6.254)  -0.0002
C (2.436, 5.702, -3.904)  -0.0016
C (1.938, 4.915, -2.874)  0.0273
C (1.637, 5.563, -1.564)  0.0074
C (-0.991, 0.552, -3.899)  -0.0605
C (-0.207, -0.558, -3.276)  0.0132
C (-1.986, 0.237, -4.811)  0.0074
H (-4.416, 1.676, -6.718)  -0.0001
H (-4.510, 0.091, -5.948)  0.0011
H (-3.374, 0.349, -7.264)  0.0001
H (-3.165, 3.323, -5.473)  0.0018
H (-2.302, 4.866, -3.808)  0.0014
H (-0.700, 4.807, -4.540)  0.0019
H (-0.882, 4.427, -2.824)  0.0081
H (1.698, 5.295, 2.634)  0.0014
H (2.119, 4.712, 5.006)  -0.0011
H (1.034, 2.738, 6.005)  0.0014
H (-0.458, 1.325, 4.626)  -0.0010
H (-0.814, 1.880, 2.244)  0.0090
H (2.499, 0.985, -3.514)  0.0013
H (3.150, 1.249, -5.142)  -0.0006
H (1.402, 1.147, -4.900)  -0.0079
H (3.129, 3.332, -6.167)  0.0001
H (3.700, 5.459, -7.060)  0.0000
H (4.014, 6.768, -5.915)  0.0002
H (2.424, 6.609, -6.658)  0.0002
H (2.507, 6.773, -3.759)  0.0006
H (1.781, 6.642, -1.623)  -0.0007
H (2.297, 5.156, -0.799)  0.0017
H (0.621, 5.356, -1.236)  -0.0059
H (0.849, -0.505, -3.515)  -0.0047
H (-0.581, -1.523, -3.608)  -0.0008
H (-0.284, -0.519, -2.191)  0.0041
H (-2.151, -0.802, -5.070)  0.0043

---

Entry 2:
This record from the OMol25 dataset describes C39H40CaN11O2S3 as an isolated structure in a non-equilibrium geometry. The level of theory is wB97M-V/def2-TZVPD.

Computed properties:
Kohn-Sham gap = 5.901 eV
calculated total energy = -4135.40055 Eh
LUMO = 2.25 eV
HOMO = -0.1341 Eh
charge = -1
relative energy (zero: lowest compared OMol25 entry of this formula, charge and spin) = 41.2 kcal per mole

Each line ends with the Mulliken charge.
Geometry (Å):
Ca (0.756, 0.152, -0.727)  1.7787
S (2.372, 2.869, -1.364)  -0.5167
C (2.019, 2.090, -2.813)  0.2757
C (2.469, 2.608, -4.053)  -0.9169
C (2.181, 1.939, -5.211)  -0.1717
C (1.445, 0.751, -5.148)  -1.0764
C (1.032, 0.315, -3.904)  -0.6015
N (1.285, 0.957, -2.775)  0.0349
H (3.046, 3.521, -4.050)  0.4234
H (2.527, 2.319, -6.165)  0.3746
H (1.198, 0.193, -6.039)  0.4409
H (0.471, -0.605, -3.795)  0.6717
N (-2.197, -2.808, -3.417)  0.0045
C (-2.602, -1.996, -4.439)  0.4143
C (-3.147, -2.259, -5.686)  -1.2307
C (-3.473, -1.170, -6.473)  -0.3948
C (-3.233, 0.132, -6.036)  -1.0742
C (-2.696, 0.397, -4.792)  -0.0920
C (-2.396, -0.676, -3.960)  -0.0116
N (-1.907, -0.720, -2.681)  -0.0668
C (-1.779, -1.990, -2.387)  0.2339
C (-1.360, -2.556, -1.131)  -0.0025
C (-1.226, -3.905, -0.901)  -0.2571
S (-0.800, -4.200, 0.731)  -0.1307
C (-0.839, -2.481, 0.997)  -0.8700
N (-1.149, -1.776, -0.036)  -0.0882
H (-2.108, -3.808, -3.446)  0.2559
H (-3.310, -3.274, -6.023)  0.4009
H (-3.920, -1.333, -7.443)  0.3702
H (-3.469, 0.956, -6.694)  0.4404
H (-2.495, 1.409, -4.486)  0.5988
H (-1.327, -4.732, -1.576)  0.2916
H (-0.728, -2.099, 1.987)  0.8941
O (2.588, -0.713, -0.254)  -0.9041
C (2.179, -1.797, -0.714)  1.0843
O (1.225, -1.880, -1.517)  -0.5628
C (2.846, -3.060, -0.257)  -0.4079
C (3.604, -3.825, -1.122)  -0.2233
C (4.261, -4.963, -0.674)  -0.7008
C (4.127, -5.346, 0.653)  -0.5243
C (3.338, -4.614, 1.514)  -0.8419
C (2.695, -3.449, 1.083)  0.5680
S (1.719, -2.552, 2.171)  -0.2143
H (3.693, -3.512, -2.157)  0.4465
H (4.882, -5.531, -1.354)  0.3596
H (4.648, -6.224, 1.017)  0.3661
H (3.207, -4.918, 2.543)  0.3415
C (2.590, 0.979, 2.466)  -1.8157
C (1.134, 0.782, 2.622)  0.1909
N (0.291, 0.498, 1.667)  1.7463
C (-0.950, 0.447, 2.224)  -1.2150
C (-0.859, 0.712, 3.553)  -1.3292
N (0.473, 0.935, 3.808)  0.5149
C (0.999, 1.375, 5.065)  -0.9607
N (0.758, 0.449, 6.135)  0.7661
N (0.153, 0.857, 7.268)  -0.7934
N (0.114, -0.088, 8.117)  -0.5631
C (0.697, -1.194, 7.574)  0.0601
C (0.908, -2.477, 8.078)  -0.7317
C (1.504, -3.387, 7.237)  -0.5425
C (1.894, -3.052, 5.934)  -0.5537
C (1.720, -1.786, 5.421)  -0.2537
C (1.117, -0.862, 6.262)  1.1116
H (2.861, 0.691, 1.452)  0.0252
H (3.141, 0.354, 3.166)  0.4309
H (2.859, 2.022, 2.634)  0.4037
H (-1.811, 0.225, 1.626)  0.6248
H (-1.584, 0.738, 4.340)  0.5954
H (0.514, 2.313, 5.374)  0.3291
H (2.077, 1.542, 4.949)  0.4441
H (0.601, -2.732, 9.079)  0.4071
H (1.663, -4.399, 7.580)  0.3794
H (2.340, -3.802, 5.300)  0.4138
H (1.996, -1.560, 4.404)  0.1656
C (-3.156, 5.309, 0.212)  -1.0162
C (-2.016, 5.225, -0.808)  -0.7721
N (-1.771, 3.870, -1.246)  0.5118
C (-2.338, 3.461, -2.511)  -0.7023
C (-3.792, 2.983, -2.433)  -1.0335
C (-1.026, 2.986, -0.509)  1.0184
C (-0.185, 3.561, 0.593)  -1.4319
N (-0.989, 1.731, -0.701)  0.3698
H (-3.300, 6.338, 0.530)  0.4011
H (-2.936, 4.700, 1.085)  0.2532
H (-4.083, 4.947, -0.222)  0.2624
H (-1.109, 5.646, -0.369)  0.3984
H (-2.260, 5.827, -1.688)  0.3719
H (-1.710, 2.661, -2.914)  0.1657
H (-2.265, 4.309, -3.200)  0.3402
H (-3.884, 2.138, -1.754)  0.1575
H (-4.132, 2.672, -3.419)  0.4904
H (-4.446, 3.782, -2.089)  0.3725
H (0.537, 4.260, 0.170)  0.4145
H (0.370, 2.743, 1.037)  -0.4289
H (-0.782, 4.063, 1.352)  0.4271
H (-1.577, 1.373, -1.446)  -0.6095

---

Entry 3:
This record from the OMol25 dataset describes C39H41IrN2O8P4 as an isolated structure in a non-equilibrium geometry. The level of theory is wB97M-V/def2-TZVPD.

Computed properties:
Kohn-Sham gap (alpha / beta) = 4.960 / 5.108 eV
calculated total energy = -3691.74146 Eh
LUMO (alpha / beta) = -4.65 / -4.50 eV
multiplicity = 2
HOMO (alpha / beta) = -0.3530 / -0.3530 Eh
charge = +1
relative energy (zero: lowest compared OMol25 entry of this formula, charge and spin) = 129.9 kcal per mole

Each line ends with the Mulliken spin population.
Geometry (Å):
Ir (0.598, 0.949, -1.483)  0.6832
C (4.719, 3.180, 1.832)  0.0001
C (3.628, 2.368, 1.165)  -0.0033
O (2.382, 2.522, 1.889)  -0.0002
P (3.379, 2.833, -0.558)  0.0073
O (4.646, 2.430, -1.382)  0.0014
O (3.432, 4.431, -0.533)  0.0008
O (2.092, 2.415, -1.228)  0.0199
P (4.050, 0.427, 1.031)  0.0011
O (5.703, 0.592, 1.024)  0.0000
O (3.782, 0.230, -0.481)  -0.0038
O (0.934, 0.606, 0.644)  0.0637
H (4.467, 4.243, 1.869)  -0.0001
H (5.660, 3.070, 1.296)  0.0000
H (4.847, 2.821, 2.855)  0.0000
H (2.144, 3.459, 1.922)  0.0002
H (4.679, 1.436, -1.311)  0.0008
H (3.527, 4.841, -1.400)  0.0005
H (6.081, 0.540, 1.908)  0.0000
C (0.723, -1.968, -0.043)  -0.0128
N (0.167, -1.519, 1.200)  0.0023
C (-0.033, -0.124, 1.403)  0.0379
P (-1.832, 0.348, 1.017)  0.0093
C (-1.902, 2.158, 1.361)  -0.0055
C (-1.001, 3.085, 0.839)  0.0027
C (-1.167, 4.448, 1.047)  0.0025
C (-2.260, 4.918, 1.758)  0.0001
C (-3.192, 4.012, 2.246)  -0.0001
C (-3.014, 2.652, 2.049)  -0.0009
C (-2.464, -0.350, 2.586)  -0.0004
C (-3.236, -1.503, 2.522)  0.0001
C (-3.613, -2.170, 3.681)  0.0000
C (-3.238, -1.671, 4.917)  0.0001
C (-2.490, -0.500, 4.995)  -0.0001
C (-2.098, 0.149, 3.838)  0.0008
C (0.149, -2.432, 2.292)  0.0010
C (-0.415, -3.693, 2.123)  0.0000
C (-0.459, -4.590, 3.178)  -0.0001
C (0.058, -4.245, 4.417)  0.0000
C (0.639, -2.996, 4.582)  0.0000
C (0.695, -2.098, 3.529)  -0.0004
P (0.098, -1.261, -1.598)  0.0421
C (-1.511, -1.935, -2.032)  -0.0090
C (-2.296, -2.570, -1.076)  0.0042
C (-3.511, -3.134, -1.444)  -0.0020
C (-3.949, -3.042, -2.755)  0.0027
C (-3.179, -2.382, -3.707)  -0.0016
C (-1.962, -1.832, -3.347)  0.0043
C (1.251, -2.059, -2.758)  -0.0216
C (2.449, -1.424, -3.083)  0.0167
C (3.371, -2.055, -3.905)  0.0019
C (3.103, -3.321, -4.404)  0.0008
C (1.917, -3.964, -4.074)  -0.0005
C (0.994, -3.339, -3.252)  0.0006
H (0.676, -3.054, -0.109)  -0.0001
H (1.787, -1.682, -0.125)  0.0001
H (1.178, 1.437, 1.152)  -0.0034
H (0.125, 0.080, 2.461)  -0.0007
H (-0.160, 2.764, 0.235)  -0.0016
H (-0.443, 5.145, 0.642)  0.0000
H (-2.392, 5.979, 1.920)  0.0000
H (-4.062, 4.363, 2.784)  0.0000
H (-3.753, 1.962, 2.438)  0.0000
H (-3.553, -1.881, 1.556)  0.0001
H (-4.193, -3.081, 3.615)  0.0000
H (-3.529, -2.187, 5.822)  0.0000
H (-2.206, -0.101, 5.959)  0.0000
H (-1.510, 1.058, 3.911)  0.0001
H (-0.830, -3.983, 1.165)  0.0002
H (-0.914, -5.561, 3.031)  0.0000
H (0.021, -4.945, 5.241)  0.0000
H (1.076, -2.724, 5.534)  0.0000
H (1.199, -1.150, 3.659)  -0.0001
H (-1.958, -2.622, -0.047)  0.0036
H (-4.112, -3.644, -0.704)  -0.0002
H (-4.891, -3.489, -3.043)  0.0002
H (-3.527, -2.304, -4.728)  -0.0002
H (-1.345, -1.350, -4.098)  0.0009
H (2.681, -0.452, -2.662)  0.0205
H (4.303, -1.562, -4.146)  0.0003
H (3.824, -3.815, -5.040)  0.0002
H (1.711, -4.954, -4.457)  -0.0001
H (0.071, -3.845, -2.998)  0.0002
O (-1.747, 1.090, -1.916)  0.1391
N (-1.492, 1.826, -2.941)  0.0128
C (-2.316, 2.810, -3.306)  -0.0274
C (-1.869, 3.773, -4.199)  0.0229
C (-0.569, 3.736, -4.686)  -0.0185
C (0.230, 2.656, -4.364)  0.0027
C (-0.223, 1.647, -3.504)  0.0127
H (-3.272, 2.824, -2.804)  -0.0008
H (-2.539, 4.576, -4.474)  0.0014
H (-0.207, 4.519, -5.336)  -0.0006
H (1.219, 2.543, -4.789)  -0.0007
H (-0.032, 0.612, -3.816)  -0.0103